{
  "formula": "C10H38N4O9",
  "method": "the ωB97M-V functional and the def2-TZVPD basis",
  "elements": ["N", "C", "N", "O", "H", "H", "H", "H", "N", "C", "N", "O", "H", "H", "H", "H", "C", "C", "O", "H", "H", "H", "H", "H", "H", "C", "O", "H", "H", "H", "H", "C", "O", "H", "H", "H", "H", "C", "O", "H", "H", "H", "H", "C", "O", "H", "H", "H", "H", "C", "O", "H", "H", "H", "H", "C", "O", "H", "H", "H", "H"],
  "positions_angstrom": [[27.4260, -5.7090, 14.8640], [28.1940, -4.9470, 15.6290], [27.6370, -4.6360, 16.7810], [29.4240, -4.4890, 15.1790], [27.8550, -6.0490, 14.0130], [26.4770, -6.0780, 15.0930], [28.1140, -4.0460, 17.4690], [26.8540, -5.1220, 17.1970], [26.6810, -3.3630, 13.4430], [26.1310, -2.4520, 14.1680], [25.9500, -2.7020, 15.4180], [25.7380, -1.2200, 13.5820], [26.9640, -3.0450, 12.5240], [26.9790, -4.3010, 13.8080], [25.5130, -1.9730, 15.9710], [26.4920, -3.3820, 15.9020], [25.0920, -3.2820, 18.8200], [25.2190, -4.6680, 19.4760], [25.7480, -5.5190, 18.5260], [24.3970, -3.2020, 17.9380], [26.1010, -2.9010, 18.5970], [24.6260, -2.6090, 19.5690], [24.2370, -5.0680, 19.5540], [25.7120, -4.8190, 20.4270], [25.7140, -6.3870, 18.9230], [30.0590, -1.6490, 12.9940], [30.0250, -3.0520, 12.7550], [29.2880, -1.4100, 13.7350], [29.9510, -0.9950, 12.1450], [31.0040, -1.3280, 13.4510], [29.9390, -3.5690, 13.5580], [24.2830, -5.4370, 15.2030], [24.7810, -6.7400, 15.1440], [24.5960, -4.8590, 14.3940], [24.5270, -4.9770, 16.1880], [23.2200, -5.4500, 15.0820], [24.6490, -7.0720, 14.2080], [28.5250, -1.1580, 16.8050], [29.0170, 0.0830, 16.6710], [29.2990, -1.7450, 17.3300], [28.4450, -1.7300, 15.8560], [27.5180, -1.1490, 17.1960], [28.3920, 0.5960, 16.2320], [27.2320, -8.4790, 17.1690], [26.0510, -9.0810, 17.5730], [27.9570, -9.0300, 17.7330], [27.3360, -7.4340, 17.5090], [27.3330, -8.6510, 16.1020], [25.8490, -8.7810, 18.4510], [29.4650, -6.0950, 12.1360], [28.0500, -6.1200, 12.0900], [29.8470, -6.9760, 11.5940], [29.8270, -6.2610, 13.1450], [29.8710, -5.2270, 11.7200], [27.7980, -5.8370, 11.2410], [27.3490, -9.0910, 13.1820], [26.8460, -8.7930, 11.8800], [26.9230, -8.4050, 13.9250], [28.4290, -9.0760, 13.3650], [26.8750, -10.0040, 13.5520], [26.1530, -8.1090, 11.9730]],
  "atomic_forces_ev_per_a": [[-0.528, -1.390, -0.973], [6.030, 1.599, -2.520], [0.570, 1.477, 2.562], [-5.875, -2.052, 2.447], [-0.201, -0.015, -0.080], [1.105, 0.174, 0.138], [0.139, -0.401, -0.820], [-0.084, -0.311, -0.199], [1.546, -2.490, -2.108], [-2.309, 7.947, -4.413], [-1.615, 0.730, 3.346], [1.772, -5.788, 3.024], [0.003, -0.321, 0.233], [-0.371, 1.638, -0.723], [0.228, -0.201, -0.327], [0.205, -0.301, 0.278], [-0.160, 0.598, 1.198], [-1.787, 0.965, -0.946], [1.518, -1.415, -1.179], [0.923, -0.687, 0.716], [-0.447, 0.096, -0.157], [0.452, -0.163, -0.331], [-1.398, 0.199, 0.981], [0.401, 0.898, 0.292], [0.143, -0.537, -0.318], [0.208, -0.380, 2.022], [0.220, 0.661, -1.732], [-0.100, 0.284, -0.234], [-0.397, -0.520, -0.807], [0.103, -0.254, 0.017], [-0.194, 0.161, 0.790], [-1.162, 0.322, 1.460], [0.545, -1.606, -1.586], [1.098, 1.266, -1.135], [-0.018, -0.435, -0.843], [-0.990, -0.019, 0.351], [0.134, 0.443, 1.721], [0.223, -3.085, -0.860], [2.389, 1.327, 0.728], [-0.769, 0.114, 0.523], [0.012, 0.432, 0.001], [-0.283, -0.362, 0.869], [-1.481, 1.581, -1.271], [0.760, -0.009, 0.742], [-1.988, -0.188, -0.297], [1.483, -0.121, -0.237], [-0.181, -0.094, -0.716], [0.211, 0.408, 0.022], [-0.235, -0.092, 0.531], [0.326, -2.503, -0.107], [0.134, -0.104, 1.821], [-0.019, 0.239, -0.147], [-0.255, 0.464, 0.344], [0.593, 1.488, -0.400], [-0.612, 0.493, -1.584], [-1.621, 0.322, 1.163], [0.013, 0.300, 0.235], [0.259, 0.486, -0.173], [-0.137, -0.109, -0.862], [0.598, -0.554, -0.344], [0.869, -0.603, -0.127]],
  "smiles": "NC(N)=O.NC(N)=O.CCO.CO.CO.CO.CO.CO.CO",
  "gap_ev": 8.308,
  "e_above_lowest_kcal_mol": 75.21,
  "spin_multiplicity": 1
}


{
  "formula": "C10H38N6O8",
  "method": "the ωB97M-V functional and the def2-TZVPD basis",
  "elements": ["C", "O", "N", "N", "H", "H", "H", "H", "C", "O", "N", "N", "H", "H", "H", "H", "C", "C", "C", "O", "C", "N", "H", "H", "H", "H", "H", "H", "H", "H", "H", "H", "H", "C", "C", "C", "O", "C", "N", "H", "H", "H", "H", "H", "H", "H", "H", "H", "H", "H", "O", "H", "H", "O", "H", "H", "O", "H", "H", "O", "H", "H"],
  "positions_angstrom": [[0.7620, -3.8185, -0.7536], [-0.1661, -4.0321, -1.5029], [1.6000, -4.7627, -0.4160], [1.0979, -2.6189, -0.2908], [1.9924, -4.5941, 0.4992], [1.3087, -5.6835, -0.7117], [2.0522, -2.4693, 0.0042], [0.6054, -1.7883, -0.5865], [-2.9637, 0.0586, -4.3403], [-3.9996, 0.6793, -4.2180], [-2.6565, -0.9449, -3.5435], [-2.0369, 0.4409, -5.1840], [-3.1825, -1.1891, -2.7166], [-1.8784, -1.4876, -3.8903], [-2.2841, 1.3843, -5.4466], [-1.1231, 0.0267, -5.2999], [-0.9273, -1.5030, 2.6794], [-2.4176, -1.1228, 2.7641], [-2.6585, 0.1958, 3.6486], [-3.9761, 0.6806, 3.5232], [-4.3481, 1.8466, 4.2924], [-2.7484, -0.7769, 1.4176], [-0.5502, -1.7105, 3.6808], [-0.2642, -0.7094, 2.3352], [-0.6822, -2.2725, 1.9473], [-3.0323, -1.9556, 3.1058], [-2.0885, 1.1216, 3.5701], [-2.5426, -0.0803, 4.6966], [-3.6499, 2.6769, 4.3983], [-4.4616, 1.5490, 5.3349], [-5.3455, 2.1382, 3.9633], [-1.9581, -0.2094, 1.1464], [-3.5102, -0.1145, 1.3839], [3.6421, 3.2504, 1.1528], [2.6801, 2.2057, 0.6204], [3.3967, 1.3005, -0.4308], [4.2214, 0.4199, 0.2684], [5.4148, -0.0174, -0.5453], [2.1020, 1.5016, 1.7432], [3.0054, 3.8730, 1.7813], [4.0086, 3.9291, 0.3826], [4.4820, 2.8997, 1.7526], [1.8274, 2.6560, 0.1121], [4.0252, 1.8834, -1.1042], [2.6924, 0.8652, -1.1396], [6.0521, -0.2805, 0.2990], [5.8792, 0.8645, -0.9865], [5.3860, -0.8750, -1.2174], [1.7383, 0.6072, 1.4466], [2.8098, 1.2865, 2.4308], [-1.1142, 2.4102, -2.5450], [-1.3917, 2.2426, -3.4456], [-0.5995, 3.2155, -2.5984], [-0.9952, 1.0569, 0.6377], [-0.3151, 1.5012, 1.1440], [-1.2493, 1.6919, -0.0319], [-0.3945, -2.4569, -3.7356], [-0.4006, -3.0343, -2.9721], [0.2173, -1.7583, -3.5033], [-0.1269, -0.3463, -1.8019], [-0.1358, 0.5772, -2.0536], [-0.8242, -0.4243, -1.1508]],
  "atomic_forces_ev_per_a": [[-0.895, 0.597, -1.673], [-1.606, 0.075, -0.672], [1.662, -2.002, 1.323], [0.408, 2.388, 1.350], [0.381, -0.894, -0.140], [0.276, -0.050, 0.390], [-0.158, 0.054, -0.069], [0.184, -0.245, -0.384], [-2.440, -0.182, 2.521], [-1.175, 1.213, -0.077], [0.842, -1.658, 0.461], [1.829, 1.609, -2.192], [-0.126, -0.020, -0.791], [0.134, -0.783, 1.094], [0.646, -0.204, -0.971], [-0.280, 0.248, 0.033], [0.522, 0.212, 1.042], [1.467, -0.445, -0.730], [-1.625, 1.274, 1.299], [-0.498, -0.176, -0.942], [-0.335, -0.960, 1.092], [-0.497, 2.080, 2.283], [0.009, -0.558, -0.130], [-0.477, 0.654, 0.053], [-0.524, -0.544, 0.413], [-0.246, 0.297, 0.430], [1.334, -0.634, -1.027], [0.454, -0.887, 0.105], [0.353, -0.003, -1.078], [-0.151, -0.345, 0.173], [0.390, 0.144, -0.296], [1.216, 0.164, -1.993], [-1.623, -0.488, -0.599], [-0.971, 1.086, 0.123], [1.063, -0.500, -1.167], [-0.206, 0.889, 0.176], [1.184, -1.469, -1.849], [-0.158, 0.888, 2.801], [-0.596, -0.505, 0.408], [0.304, 0.235, 0.391], [0.103, -0.263, -0.162], [-0.133, -0.398, -0.176], [0.178, 0.512, -0.277], [0.042, 0.671, 0.129], [-0.426, -0.818, 0.262], [0.386, -0.315, -0.339], [-0.271, -0.047, -0.352], [-0.954, 0.195, -0.088], [0.056, -0.302, -0.143], [0.137, -0.011, 0.102], [0.292, -0.206, 0.596], [-0.351, -0.268, -0.347], [0.140, 0.312, -0.004], [-0.162, -0.072, 0.096], [0.666, 0.188, 0.494], [-0.280, 0.299, -0.563], [0.286, 0.178, -1.230], [-0.017, -0.608, 0.695], [0.128, 0.136, 0.218], [0.568, -0.432, 0.223], [-0.163, 0.599, -0.195], [-0.297, 0.097, -0.121]],
  "charge": 1,
  "gap_ev": [8.684, 3.218],
  "s_squared": 0.754,
  "spin_multiplicity": 2
}


{
  "formula": "C10H40BeN20O10",
  "method": "the ωB97M-V functional and the def2-TZVPD basis",
  "elements": ["Be", "C", "O", "N", "N", "H", "H", "H", "H", "C", "O", "N", "N", "H", "H", "H", "H", "C", "O", "N", "N", "H", "H", "H", "H", "C", "O", "N", "N", "H", "H", "H", "H", "C", "O", "N", "N", "H", "H", "H", "H", "C", "O", "N", "N", "H", "H", "H", "H", "C", "O", "N", "N", "H", "H", "H", "H", "C", "O", "N", "N", "H", "H", "H", "H", "C", "O", "N", "N", "H", "H", "H", "H", "C", "O", "N", "N", "H", "H", "H", "H"],
  "positions_angstrom": [[-0.0734, 0.0687, 0.0378], [-2.0323, -4.3603, 2.8175], [-1.4509, -5.2398, 3.2882], [-3.1521, -4.4173, 2.2127], [-1.6150, -3.1685, 2.6908], [-3.6672, -3.5518, 2.2866], [-3.5465, -5.3467, 2.2407], [-2.1333, -2.4153, 2.2616], [-0.8569, -2.9453, 3.3198], [1.6669, 3.3532, -1.4832], [1.0743, 2.3347, -1.1331], [1.5004, 4.0256, -2.6458], [2.5849, 3.8841, -0.7868], [2.1679, 4.6826, -3.0238], [0.8977, 3.6252, -3.3505], [2.7699, 3.5010, 0.1292], [2.8884, 4.8224, -1.0046], [2.0137, 1.2101, 2.7134], [1.8034, 1.0067, 1.5524], [2.4988, 2.3467, 3.1644], [1.8878, 0.3693, 3.6737], [2.4517, 2.3993, 4.1719], [2.7827, 3.1271, 2.5896], [1.5915, -0.5752, 3.4731], [2.2853, 0.5322, 4.5878], [-2.1082, 1.4987, -2.4616], [-2.1602, 1.1156, -1.2957], [-3.1715, 1.4812, -3.2504], [-1.0418, 2.1849, -2.8990], [-3.1493, 1.8016, -4.2079], [-3.9657, 1.0822, -2.7707], [-0.1871, 2.2538, -2.3653], [-1.1742, 2.6758, -3.7717], [3.7117, -0.2113, -0.7304], [2.5076, -0.3532, -0.6073], [4.4073, 0.9027, -0.6293], [4.5505, -1.1318, -1.2754], [5.4093, 0.8395, -0.7394], [4.0815, 1.6532, -0.0371], [5.4678, -0.7370, -1.4264], [4.2514, -1.9930, -1.7102], [1.3297, -3.1035, 0.6908], [0.6007, -2.1503, 0.9673], [0.9104, -3.9158, -0.2302], [2.5650, -3.4293, 1.1257], [-0.0022, -3.7871, -0.6435], [1.3458, -4.8036, -0.4360], [2.6810, -4.4023, 0.8810], [3.1253, -2.8739, 1.7564], [-2.3798, 0.7923, 2.8095], [-1.4372, 0.0531, 2.4825], [-2.6196, 1.2782, 3.9410], [-3.3090, 1.1157, 1.9260], [-3.3531, 1.9647, 4.0447], [-1.9466, 0.9748, 4.6303], [-3.2926, 0.7477, 0.9856], [-4.0255, 1.6914, 2.3446], [-0.6889, 3.4503, 1.2207], [-0.7185, 2.2922, 1.0655], [-1.0858, 4.3414, 0.3663], [-0.1590, 4.0849, 2.2271], [-1.5070, 3.8824, -0.4287], [-1.2013, 5.2820, 0.7157], [0.2860, 3.4994, 2.9195], [-0.1987, 5.0933, 2.1854], [0.5963, -1.5966, -3.2421], [0.0729, -1.1496, -2.2662], [0.1899, -1.4590, -4.4917], [1.7804, -2.1496, -3.3001], [-0.6623, -0.9794, -4.7446], [0.1204, -2.3322, -4.9945], [2.3560, -2.2473, -2.4759], [1.9328, -2.4994, -4.2352], [-2.7062, -2.0786, -1.0540], [-2.0891, -1.3384, -0.3654], [-3.0940, -1.8972, -2.2969], [-3.0427, -3.3282, -0.6488], [-2.6444, -1.1848, -2.8540], [-3.6254, -2.5688, -2.8323], [-2.4753, -3.7382, 0.0792], [-3.3955, -3.8622, -1.4302]],
  "atomic_forces_ev_per_a": [[-0.256, -0.430, 0.662], [-0.215, 0.957, -0.687], [3.478, -5.358, 2.983], [-5.996, -2.043, -2.686], [4.068, 6.346, 1.131], [-0.895, -0.913, -0.344], [-0.889, 0.425, -0.050], [0.487, 0.022, 0.173], [0.004, 0.555, -0.449], [-1.847, -1.637, -2.139], [-0.687, -0.396, -0.559], [-1.393, -0.071, -1.902], [3.856, 2.224, 3.733], [0.002, -0.208, 0.377], [0.216, 0.136, 0.219], [-0.141, 0.223, -0.189], [0.183, -0.253, 0.342], [0.621, 0.947, -1.003], [-1.193, -0.699, -3.406], [0.899, 2.989, 1.388], [-0.944, -4.141, 3.204], [0.564, 1.000, -0.310], [-0.278, -0.318, 0.308], [-0.186, 0.217, -0.047], [-0.141, -0.181, -0.275], [1.275, 1.840, 1.481], [0.383, -1.144, 0.879], [-1.113, -0.784, -0.582], [-0.119, 0.247, -1.850], [-0.415, -0.178, 0.326], [-0.334, 0.157, -0.742], [0.084, -0.284, 0.498], [0.454, -0.045, 0.138], [-1.056, -1.418, -2.012], [-0.530, -0.530, 0.316], [0.965, 3.327, 1.463], [0.473, -1.082, 0.107], [-0.290, 0.438, 0.260], [-0.099, -0.269, -0.188], [-0.059, -1.273, -0.518], [0.273, 0.375, 0.270], [0.037, 2.258, 0.479], [0.250, 2.184, 0.805], [-1.513, -3.065, -3.004], [-0.349, -0.098, 0.095], [0.153, 0.182, 0.366], [-0.044, 0.201, -0.008], [1.441, 0.255, 0.891], [-0.277, -0.492, -0.053], [1.091, -2.654, -5.870], [0.940, -0.529, 0.358], [0.513, 1.573, 5.714], [-1.493, 0.684, -1.023], [0.479, -0.284, 0.801], [-0.523, 0.685, 0.599], [-0.099, 0.345, 0.101], [-0.483, -0.268, -1.355], [0.796, 2.320, 0.229], [-0.033, -5.902, -0.696], [-1.775, 1.284, -3.484], [1.639, 0.470, 3.671], [-0.476, 1.087, -0.315], [-0.589, -0.170, -1.173], [0.019, 0.792, 0.294], [0.623, -0.462, 1.017], [1.219, 0.784, 0.757], [-1.856, 1.608, 2.892], [-3.310, 0.052, -4.319], [1.991, -1.658, 0.468], [-0.038, 0.373, 0.815], [0.509, -0.107, -0.282], [-0.274, -0.311, -0.346], [1.430, -0.141, 0.644], [-0.342, -3.170, -0.101], [2.472, 2.840, 2.464], [-0.634, 1.902, -3.536], [-0.394, -0.505, 0.057], [-0.211, 0.126, 0.385], [0.192, 0.090, 0.351], [-0.492, -0.242, 0.116], [0.203, -0.805, 0.872]],
  "charge": 2,
  "gap_ev": 7.737,
  "e_above_lowest_kcal_mol": 31.53,
  "spin_multiplicity": 1
}